# 1
The following is a DFT calculation (ωB97M-V with the def2-TZVPD basis set) of C17H32Cl2NiO5Si2Te as an isolated structure.

Structure (XYZ):
```
60
C17H32Cl2NiO5Si2Te, DFT ωB97M-V with the def2-TZVPD basis set
Ni 1.119 0.978 0.801
O 0.697 3.993 3.322
C 0.712 2.873 2.855
O 0.473 2.598 1.605
C 0.929 1.659 3.767
C -0.094 0.557 3.452
C -0.210 -0.428 4.609
C 1.132 -1.193 4.503
C 1.777 -0.533 3.287
O 0.611 -0.245 2.448
C 2.283 0.875 3.615
C 3.262 1.365 2.532
O 4.271 1.949 2.858
O 2.952 1.038 1.305
H 0.820 2.018 4.788
H -1.029 0.908 3.023
H -1.060 -1.094 4.465
H -0.337 0.090 5.558
H 0.970 -2.256 4.326
H 1.759 -1.087 5.387
H 2.472 -1.147 2.725
H 2.831 0.892 4.555
Cl 1.883 2.647 -1.143
C 0.839 4.061 -0.852
Cl -0.858 3.716 -1.200
H 1.170 4.841 -1.527
H 0.928 4.312 0.197
C -2.968 0.969 -4.852
Si -2.995 0.603 -3.019
C -3.853 1.980 -2.094
C -3.857 -1.028 -2.696
C -1.207 0.421 -2.446
Te -1.059 -0.032 -0.364
C -0.573 -2.095 -0.628
Si 1.144 -2.556 -1.271
C 2.421 -2.272 0.061
C 1.624 -1.582 -2.794
C 1.065 -4.380 -1.684
H -3.982 1.051 -5.250
H -2.454 0.182 -5.408
H -2.455 1.912 -5.055
H -4.921 1.977 -2.326
H -3.457 2.957 -2.378
H -3.752 1.873 -1.012
H -4.901 -0.982 -3.013
H -3.849 -1.282 -1.633
H -3.381 -1.845 -3.245
H -0.599 1.306 -2.633
H -0.739 -0.420 -2.958
H -1.365 -2.489 -1.269
H -0.716 -2.544 0.358
H 2.418 -1.261 0.473
H 3.421 -2.425 -0.352
H 2.292 -2.977 0.886
H 1.657 -0.507 -2.603
H 0.954 -1.761 -3.638
H 2.626 -1.890 -3.102
H 0.797 -4.972 -0.806
H 2.032 -4.740 -2.043
H 0.326 -4.581 -2.462
```

**2S+1**: 3
**Max |F|**: 0.1 eV/Å
**Orbital gap (spin up / spin down)**: 8.924 / 8.688 eV
**Highest occupied orbital energy (spin up / spin down)**: -8.9 / -8.9 eV
**Energy relative to the best compared isomer or geometry (same formula, charge and spin)**: 0.0 kJ/mol

# 2
The following is a DFT calculation (ωB97M-V with the def2-TZVPD basis set) of C17H32Cl2O2OsP2 as an isolated structure.

Structure (XYZ):
```
56
C17H32Cl2O2OsP2, DFT ωB97M-V with the def2-TZVPD basis set
P -4.402 3.261 0.113
P -2.871 3.410 -3.644
C -4.400 4.415 -1.319
C -4.402 3.930 -2.787
H -3.591 5.147 -1.193
H -5.318 5.008 -1.188
H -5.172 3.168 -2.948
H -4.729 4.777 -3.417
C -1.867 4.887 -3.946
H -0.853 4.561 -4.232
H -1.754 5.525 -3.052
H -2.292 5.483 -4.768
C -3.395 2.818 -5.280
H -3.732 3.688 -5.875
H -4.197 2.075 -5.142
H -2.527 2.328 -5.747
C -4.739 4.346 1.503
H -4.570 3.803 2.440
H -5.777 4.695 1.480
H -4.073 5.215 1.500
C -5.842 2.184 0.043
H -5.992 1.681 -0.920
H -6.753 2.762 0.248
H -5.770 1.394 0.801
Os -1.271 -0.459 -0.178
C -1.701 2.231 -3.080
C -0.765 2.884 -2.091
C -1.048 3.764 -0.968
C -1.553 3.281 0.430
C -2.868 2.474 0.552
C -2.814 1.016 -0.155
C -3.385 0.911 -1.573
C -2.373 0.838 -2.679
C -0.864 -0.499 1.642
H -1.042 2.005 -3.960
H 0.091 2.205 -1.970
H -1.631 4.642 -1.287
H -0.031 4.131 -0.763
H -0.787 2.752 1.008
H -1.722 4.172 1.036
H -3.003 2.261 1.634
H -3.369 0.297 0.489
H -4.142 1.685 -1.741
H -4.009 0.002 -1.581
H -1.576 0.093 -2.434
H -2.888 0.389 -3.546
H -1.046 -1.562 1.816
H -1.586 0.079 2.207
H 0.164 -0.246 1.890
Cl 2.874 -0.428 -3.061
C 2.176 -1.609 -1.920
Cl 3.427 -2.188 -0.767
C 0.988 -1.006 -1.174
O -0.034 -1.783 -1.120
O 0.864 0.150 -0.692
H 1.831 -2.489 -2.483
```

**Charge**: +2
**2S+1**: 5
**Max |F|**: 3.9 eV/Å
**Orbital gap (spin up / spin down)**: 8.374 / 7.579 eV
**Highest occupied orbital energy (spin up / spin down)**: -13.6 / -13.8 eV
**Energy relative to the best compared isomer or geometry (same formula, charge and spin)**: 0.7 kJ/mol

# 3
The following is a DFT calculation (ωB97M-V with the def2-TZVPD basis set) of C17H32Cl2O2P2V as an isolated structure.

Structure (XYZ):
```
56
C17H32Cl2O2P2V, DFT ωB97M-V with the def2-TZVPD basis set
P 1.632 1.202 1.587
P 1.319 0.082 -2.233
C 2.738 0.951 0.161
C 2.134 1.354 -1.224
H 3.128 -0.082 0.164
H 3.597 1.622 0.343
H 1.405 2.176 -1.090
H 2.946 1.795 -1.825
C 2.606 -1.147 -2.650
H 2.200 -2.092 -3.044
H 3.238 -1.346 -1.772
H 3.252 -0.719 -3.434
C 1.043 0.982 -3.823
H 1.988 1.087 -4.363
H 0.639 1.989 -3.659
H 0.351 0.453 -4.493
C 2.139 0.292 3.031
H 1.344 0.233 3.783
H 3.005 0.774 3.511
H 2.447 -0.723 2.760
C 2.087 2.934 1.996
H 1.711 3.597 1.211
H 3.174 3.069 2.045
H 1.633 3.240 2.947
V -2.021 -2.903 2.001
C -1.652 0.287 -2.181
C -0.366 -0.294 -1.867
C -0.082 -0.631 -0.302
C -0.691 0.249 0.738
C -0.023 1.717 0.935
C -0.248 2.651 -0.160
C -1.210 2.586 -1.254
C -2.248 1.428 -1.510
C -2.045 -3.142 4.104
H -2.071 -0.052 -3.134
H -0.499 -1.309 -2.286
H 1.020 -0.713 -0.108
H -0.422 -1.687 -0.169
H -1.776 0.297 0.636
H -0.604 -0.290 1.700
H -0.509 2.062 1.878
H 0.107 3.682 0.034
H -0.655 2.672 -2.215
H -1.778 3.529 -1.259
H -2.757 1.108 -0.600
H -3.049 1.826 -2.148
H -3.132 -3.208 4.268
H -1.618 -2.234 4.542
H -1.504 -4.049 4.404
Cl -3.980 -5.185 1.711
C -3.572 -3.746 0.846
Cl -3.312 -1.036 2.258
C -2.479 -3.964 -0.254
O -2.784 -4.197 -1.415
O -1.272 -3.862 0.317
H -4.525 -3.320 0.561
```

**2S+1**: 4
**Max |F|**: 5.1 eV/Å
**Orbital gap (spin up / spin down)**: 5.259 / 3.766 eV
**Highest occupied orbital energy (spin up / spin down)**: -6.0 / -5.2 eV
**Energy relative to the best compared isomer or geometry (same formula, charge and spin)**: 525.6 kJ/mol

# 4
The following is a DFT calculation (ωB97M-V with the def2-TZVPD basis set) of C17H32F6N9OSZn as an isolated structure.

Structure (XYZ):
```
67
C17H32F6N9OSZn, DFT ωB97M-V with the def2-TZVPD basis set
Zn -1.515 -0.425 0.742
N -5.217 -3.194 -1.792
N -4.298 -2.940 -0.808
N -3.978 -3.848 0.088
C -3.016 -3.220 0.750
N -2.795 -1.999 0.248
N -3.638 -1.832 -0.765
H -5.864 -3.900 -1.479
H -5.629 -2.334 -2.118
H -2.472 -3.653 1.572
C -4.136 1.572 5.053
N -3.664 2.084 3.759
C -4.091 3.423 3.332
C -3.048 1.289 2.922
N -2.498 0.578 2.197
H -3.909 2.305 5.824
H -3.624 0.643 5.289
H -5.211 1.396 5.027
H -3.860 4.133 4.123
H -5.162 3.439 3.135
H -3.555 3.710 2.432
C 4.026 3.572 -1.523
C 2.662 3.515 -2.208
C 1.479 3.521 -1.241
C 1.484 2.374 -0.237
N 1.543 1.063 -0.891
C 0.510 0.338 -1.280
S -1.134 0.903 -1.117
N 0.727 -0.847 -1.837
C 2.034 -1.495 -1.966
C 2.907 -0.952 -3.102
C 2.468 -1.345 -4.513
C 1.175 -0.686 -5.000
H 4.829 3.629 -2.261
H 4.219 2.690 -0.903
H 4.103 4.452 -0.878
H 2.604 2.627 -2.847
H 2.559 4.372 -2.876
H 0.544 3.481 -1.807
H 1.472 4.456 -0.671
H 0.594 2.404 0.382
H 2.348 2.430 0.420
H 2.460 0.661 -1.008
H -0.100 -1.354 -2.098
H 1.844 -2.556 -2.121
H 2.554 -1.412 -1.008
H 3.915 -1.334 -2.927
H 2.968 0.141 -3.041
H 2.375 -2.434 -4.570
H 3.273 -1.070 -5.197
H 0.301 -1.011 -4.433
H 0.993 -0.932 -6.047
H 1.237 0.403 -4.918
C 0.296 -1.561 3.570
C 0.887 -1.692 2.166
O 0.190 -1.037 1.204
C 0.957 -3.194 1.786
F -0.261 -3.764 1.981
F 1.258 -3.383 0.497
F 1.832 -3.888 2.519
C 2.319 -1.097 2.189
F 2.244 0.233 2.355
F 3.079 -1.577 3.179
F 2.982 -1.314 1.035
H -0.720 -1.955 3.568
H 0.264 -0.504 3.834
H 0.884 -2.099 4.312
```

**Charge**: +1
**Max |F|**: 0.5 eV/Å
**Orbital gap**: 9.517 eV
**Highest occupied orbital energy**: -11.7 eV